[1]
106
Properties=species:S:1:pos:R:3:lowdin_spin:R:1 method="wB97M-V/def2-TZVPD" lumo_ev="-11.61 / -11.26" s_squared=1.16 de_lowest_kcal_mol=80.37 total_energy_ev=-86791.3720 total_charge=+3 spin_multiplicity=2
Ir 1.778 -1.907 -0.577 0.313
C -1.551 -3.618 -0.710 -0.001
C -1.073 -3.106 0.598 -0.002
C -1.413 -3.573 1.871 0.000
C -0.667 -2.816 2.747 -0.001
N 0.052 -1.923 2.037 0.000
N -0.197 -2.098 0.720 -0.007
B 1.344 -1.252 2.518 0.000
N 1.738 -0.014 1.681 -0.001
C 2.070 1.199 2.153 0.003
C 2.729 1.894 1.166 0.000
C 2.784 1.025 0.072 0.001
C 3.452 1.278 -1.225 0.002
N 2.174 -0.117 0.408 0.001
N 2.438 -2.320 2.309 0.000
C 3.077 -3.017 3.261 0.014
C 3.850 -3.976 2.655 0.003
C 3.629 -3.824 1.288 0.007
C 4.275 -4.671 0.260 0.003
N 2.759 -2.811 1.087 0.015
N 1.272 -0.831 3.967 0.000
C 0.224 -0.366 4.708 0.000
C 0.722 0.100 5.894 0.000
C 2.124 -0.151 5.830 0.000
C 3.138 0.101 6.857 0.000
N 2.401 -0.693 4.651 0.000
H -2.583 -3.953 -0.640 0.000
H -0.952 -4.486 -1.008 0.000
H -1.455 -2.858 -1.489 0.000
H -2.101 -4.355 2.114 0.000
H -0.607 -2.876 3.814 0.000
H 1.826 1.511 3.146 0.000
H 3.125 2.885 1.223 0.000
H 3.480 2.345 -1.429 0.000
H 2.953 0.755 -2.036 0.001
H 4.484 0.922 -1.177 0.000
H 2.966 -2.791 4.300 0.001
H 4.489 -4.689 3.131 0.000
H 4.898 -5.410 0.760 0.000
H 4.918 -4.078 -0.389 0.001
H 3.535 -5.209 -0.334 0.002
H -0.783 -0.389 4.343 0.000
H 0.192 0.516 6.724 0.000
H 2.682 0.161 7.842 0.000
H 3.632 1.059 6.675 0.000
H 3.915 -0.660 6.834 0.000
I 1.638 -4.217 -2.088 0.021
C 3.537 -3.915 -3.014 0.000
I 4.348 -2.056 -2.349 0.000
H 3.364 -3.843 -4.084 0.000
H 4.216 -4.725 -2.763 0.000
C -7.467 2.084 -0.506 -0.021
C -6.062 1.639 -0.690 -0.096
C -5.167 2.357 -1.477 -0.018
C -3.852 1.947 -1.662 -0.022
C -2.957 2.744 -2.549 0.002
C -3.434 0.793 -1.004 0.004
Te -1.289 0.154 -1.303 0.071
N 0.701 -0.902 -1.936 0.496
C 0.899 -1.109 -3.221 0.035
O 1.733 -1.933 -3.634 0.236
C 0.191 -0.354 -4.303 -0.003
C 1.002 0.320 -5.214 -0.001
C 0.442 0.934 -6.320 0.007
C -0.921 0.820 -6.553 -0.001
C -1.730 0.144 -5.654 0.007
C -1.180 -0.451 -4.523 0.007
C -0.500 1.924 -0.443 -0.005
C 0.298 2.803 -1.188 -0.005
C 0.557 2.619 -2.644 -0.003
C 0.828 3.919 -0.559 0.000
C 0.578 4.200 0.777 -0.009
C 1.212 5.358 1.458 -0.002
C -0.261 3.333 1.483 0.000
C -0.791 2.194 0.902 -0.003
C -1.614 1.267 1.740 0.003
C -4.303 0.016 -0.246 -0.015
C -3.907 -1.252 0.433 -0.002
C -5.609 0.468 -0.086 -0.019
H -7.699 2.947 -1.123 0.000
H -7.648 2.343 0.539 -0.009
H -8.160 1.277 -0.743 -0.006
H -5.499 3.245 -1.992 0.001
H -3.537 3.241 -3.321 -0.001
H -2.213 2.098 -3.026 0.002
H -2.450 3.514 -1.968 -0.001
H 2.069 0.358 -5.054 0.000
H 1.076 1.473 -7.006 0.000
H -1.345 1.227 -7.458 0.000
H -2.786 0.031 -5.849 0.000
H -1.804 -1.072 -3.890 0.004
H 0.225 1.636 -2.983 -0.001
H 1.613 2.734 -2.874 0.000
H 0.024 3.384 -3.210 -0.001
H 1.450 4.588 -1.136 0.000
H 1.860 5.909 0.784 0.000
H 1.792 5.021 2.317 -0.001
H 0.456 6.038 1.847 -0.001
H -0.476 3.542 2.521 0.000
H -1.299 1.333 2.779 0.001
H -1.500 0.238 1.391 0.001
H -2.670 1.538 1.694 0.000
H -2.919 -1.568 0.098 -0.002
H -4.631 -2.036 0.220 0.000
H -3.890 -1.119 1.514 -0.002
H -6.283 -0.113 0.525 0.001

---

[2]
64
Properties=species:S:1:pos:R:3:mulliken_charge:R:1 method="wB97M-V/def2-TZVPD" lumo_ev=1.80 de_lowest_kcal_mol=0.00 total_energy_ev=-74907.0947 total_charge=-1
Na 1.217 0.028 -0.269 0.435
C 5.787 -0.028 -2.097 -0.584
C 5.886 1.285 -2.546 -0.565
C 4.784 2.111 -2.403 -0.842
C 3.603 1.632 -1.817 0.461
C 3.453 0.316 -1.327 -0.736
C 4.607 -0.471 -1.508 0.047
C 2.464 2.585 -1.706 0.708
C 2.275 3.612 -2.688 -0.812
C 1.242 4.482 -2.578 -0.870
C 0.355 4.386 -1.477 1.279
C -0.732 5.262 -1.267 -0.779
C -1.538 5.112 -0.171 -0.503
C -1.288 4.079 0.755 -0.433
C -0.247 3.207 0.572 -0.558
C 0.597 3.341 -0.557 0.007
N 1.629 2.460 -0.700 -0.366
H 6.630 -0.706 -2.195 0.342
H 6.803 1.659 -2.984 0.359
H 4.865 3.146 -2.725 0.375
H 4.602 -1.504 -1.154 0.416
H 2.941 3.667 -3.538 0.405
H 1.079 5.251 -3.326 0.394
H -0.913 6.058 -1.981 0.367
H -2.368 5.791 -0.012 0.374
H -1.933 3.971 1.619 0.437
H -0.056 2.392 1.261 0.578
S -3.921 -5.467 0.179 0.070
N -4.162 -3.867 0.188 -0.715
C -3.054 -3.313 -0.274 0.705
C -2.833 -1.890 -0.443 1.164
C -3.789 -0.933 -0.113 -0.690
C -3.483 0.396 -0.299 -0.701
C -2.224 0.723 -0.797 -0.382
N -1.297 -0.171 -1.099 -0.377
C -1.590 -1.466 -0.933 -0.417
C -0.537 -2.450 -1.266 -0.310
N 0.633 -1.965 -1.677 -0.475
C 1.617 -2.805 -1.949 -0.476
C 1.484 -4.188 -1.844 -0.707
C 0.280 -4.702 -1.416 -0.581
C -0.758 -3.825 -1.115 0.959
C -2.043 -4.259 -0.606 0.822
N -2.406 -5.511 -0.387 -0.742
H -4.744 -1.249 0.284 0.494
H -4.188 1.179 -0.054 0.454
H -1.949 1.762 -0.942 0.488
H 2.551 -2.338 -2.243 0.482
H 2.322 -4.832 -2.075 0.413
H 0.130 -5.767 -1.296 0.491
Cl -3.590 -1.616 7.014 -0.256
C -2.597 -1.394 5.589 0.551
C -2.334 -2.482 4.774 -0.847
C -1.549 -2.294 3.647 -0.142
C -1.035 -1.041 3.336 -0.033
C -1.314 0.033 4.171 -0.165
C -2.096 -0.135 5.306 -0.795
C -0.197 -0.846 2.077 0.705
O 0.008 -1.852 1.365 -0.714
O 0.194 0.320 1.837 -0.874
H -2.739 -3.454 5.023 0.401
H -1.314 -3.113 2.978 0.451
H -0.903 1.000 3.915 0.411
H -2.319 0.694 5.964 0.403

---

[3]
137
Properties=species:S:1:pos:R:3:mulliken_charge:R:1 method="wB97M-V/def2-TZVPD" lumo_ev=-3.67 total_energy_ev=-406343.6759 total_charge=+1
C -0.006 4.330 7.840 -0.584
C -1.450 4.521 7.134 0.450
O -2.180 5.476 7.436 -0.549
O -1.773 3.518 6.161 -0.420
C -1.803 4.111 4.837 -0.368
C -0.365 4.531 4.263 -0.613
C -0.396 4.351 2.674 -1.043
C 0.190 2.908 2.175 0.623
O 0.119 2.017 3.294 -0.487
C 1.660 3.209 1.624 -1.313
N 2.323 2.084 0.873 1.190
C 3.300 1.451 1.823 0.628
C 2.947 0.483 2.958 -0.450
C 4.041 -0.038 3.858 -0.656
N 5.442 0.169 3.850 -0.533
C 5.714 1.071 2.792 -0.379
C 4.798 1.753 1.794 -1.337
C 1.428 1.117 0.162 -0.732
C 2.004 0.962 -1.353 -0.696
C 3.510 0.347 -1.364 -0.810
C 3.538 -1.228 -1.038 -0.337
C 4.047 -2.001 -2.376 -0.608
S 3.770 -3.815 -2.139 1.220
O 5.074 -4.579 -2.152 -0.609
O 2.772 -4.335 -3.146 -0.596
O 3.091 -4.050 -0.631 -0.509
C -0.140 1.347 0.255 0.198
C -0.906 1.403 -1.189 0.022
C -2.497 1.531 -1.066 -0.474
C -3.277 0.133 -1.387 0.200
N -3.083 -0.653 -2.590 -0.175
O -4.149 -0.277 -0.531 -0.612
P -0.895 -0.209 1.143 -0.108
O -0.999 -1.528 0.054 -0.288
O -2.403 0.175 1.845 -0.446
N -0.635 2.522 1.014 -0.139
H 0.367 3.270 7.591 0.197
H -0.192 4.464 8.953 0.381
H 0.655 5.137 7.382 0.211
H -2.412 5.088 4.937 0.205
H -2.401 3.473 4.086 0.280
H -0.264 5.665 4.454 0.452
H 0.521 4.049 4.788 0.334
H -1.479 4.412 2.294 0.400
H 0.240 5.177 2.199 0.380
H 0.891 2.133 3.895 0.372
H 1.639 4.137 0.967 0.558
H 2.343 3.466 2.515 0.297
H 2.920 2.541 0.149 0.814
H 1.867 0.161 3.118 0.498
H 3.688 -0.731 4.706 0.405
H 6.822 1.310 2.683 0.500
H 5.219 2.482 1.029 0.446
H 1.637 0.078 0.629 0.178
H 1.940 1.949 -1.922 0.582
H 1.398 0.189 -1.957 0.160
H 4.249 0.970 -0.764 0.192
H 3.844 0.448 -2.465 0.602
H 2.459 -1.563 -0.890 0.118
H 4.220 -1.492 -0.154 0.270
H 5.143 -1.796 -2.613 0.293
H 3.453 -1.651 -3.300 0.437
H 3.707 -4.527 -0.029 0.354
H -0.710 0.378 -1.683 -0.234
H -0.410 2.187 -1.850 0.625
H -2.887 1.867 -0.057 0.177
H -2.833 2.264 -1.887 0.436
H -2.154 -0.522 -3.009 0.211
H -3.227 -1.637 -2.288 0.011
H -0.294 -1.477 -0.634 0.258
H -2.192 0.808 2.569 0.400
H -0.764 3.311 0.367 0.536
C -1.384 -5.033 -0.677 -0.087
Cl -2.577 -4.211 -1.691 -0.132
Cl -0.596 -6.351 -1.552 -0.134
H -0.628 -4.314 -0.366 0.006
H -1.887 -5.441 0.198 0.330
C 3.451 2.905 8.405 -0.397
Cl 3.158 4.644 8.280 -0.141
Cl 3.102 2.086 6.875 -0.090
H 4.496 2.741 8.663 0.342
H 2.809 2.493 9.181 0.305
C -6.404 1.808 -1.791 0.989
Cl -5.766 2.828 -3.082 -0.194
Cl -7.902 1.013 -2.292 -0.186
H -5.658 1.054 -1.544 -0.310
H -6.603 2.426 -0.913 -0.330
C -2.683 -5.135 -5.242 0.390
Cl -2.018 -4.113 -6.522 -0.168
Cl -4.171 -5.931 -5.766 -0.166
H -1.949 -5.895 -4.979 0.154
H -2.900 -4.516 -4.374 -0.208
C -2.511 -9.289 -6.023 0.005
Cl -2.226 -8.959 -4.310 -0.118
Cl -1.120 -10.095 -6.759 -0.179
H -3.383 -9.933 -6.117 0.101
H -2.689 -8.348 -6.540 0.174
C 8.126 4.076 3.649 -0.346
Cl 8.782 5.106 2.373 -0.147
Cl 6.628 3.285 3.125 -0.100
H 8.860 3.311 3.899 0.277
H 7.916 4.687 4.525 0.298
C -1.615 0.578 -6.356 -0.412
Cl -2.879 -0.640 -6.180 -0.102
Cl -0.828 0.914 -4.805 -0.068
H -0.867 0.213 -7.058 0.294
H -2.059 1.497 -6.734 0.325
C 8.113 -3.727 -3.626 0.249
Cl 8.197 -1.971 -3.414 -0.208
Cl 9.642 -4.373 -4.231 -0.161
H 7.890 -4.188 -2.665 0.262
H 7.323 -3.960 -4.340 -0.156
C 6.597 -7.150 -5.480 -0.205
Cl 6.319 -5.408 -5.611 -0.183
Cl 6.265 -7.967 -7.011 -0.154
H 7.637 -7.322 -5.206 0.253
H 5.941 -7.555 -4.713 0.280
C -5.012 7.091 4.157 -0.294
Cl -4.932 8.842 4.369 -0.152
Cl -3.485 6.452 3.529 -0.105
H -5.218 6.627 5.120 0.274
H -5.809 6.855 3.454 0.287
C -5.657 -12.253 -4.643 -0.255
Cl -5.602 -10.499 -4.432 -0.126
Cl -4.113 -12.874 -5.238 -0.139
H -5.879 -12.717 -3.683 0.271
H -6.438 -12.498 -5.361 0.267
C -8.365 5.857 -2.457 -0.100
Cl -7.226 6.304 -1.179 -0.139
Cl -9.960 6.559 -2.166 -0.156
H -7.987 6.221 -3.410 0.288
H -8.455 4.772 -2.486 0.109
C -6.661 2.102 2.236 -0.199
Cl -6.028 3.128 0.942 -0.133
Cl -8.157 1.304 1.743 -0.144
H -5.919 1.344 2.480 0.163
H -6.861 2.719 3.111 0.336